Molecular formula: C59H51NNaOP3Si
Method: DFT, the ωB97M-V functional and the def2-TZVPD basis

Geometry as XYZ:
```
117
Properties=species:S:1:pos:R:3:forces:R:3:lowdin_charge:R:1
Na 0.117 0.018 1.295 0.25 0.17 0.23 0.181
C -3.307 5.694 0.971 -0.02 0.02 0.01 -0.130
C -4.404 4.865 0.771 -0.02 0.00 0.00 -0.118
C -4.217 3.513 0.507 0.01 0.00 -0.02 -0.128
C -2.941 2.949 0.415 0.12 0.10 0.12 -0.307
C -1.860 3.799 0.648 -0.10 0.07 0.01 -0.133
C -2.030 5.153 0.915 0.06 -0.03 -0.01 -0.112
P -2.423 1.032 0.258 0.06 -0.38 -0.20 0.966
C -4.014 0.541 1.050 -0.18 -0.07 -0.13 -0.363
C -4.197 0.765 2.413 -0.07 0.03 0.02 -0.097
C -5.364 0.371 3.053 0.05 0.02 0.03 -0.106
C -6.378 -0.248 2.336 -0.02 -0.01 -0.03 -0.124
C -6.207 -0.481 0.978 -0.01 -0.01 0.01 -0.101
C -5.033 -0.097 0.345 0.05 -0.01 0.07 -0.090
C -2.549 0.933 -1.605 -0.14 0.15 0.03 -0.325
C -3.490 1.716 -2.276 0.05 -0.01 -0.02 -0.091
C -3.623 1.672 -3.660 0.03 -0.02 0.00 -0.101
C -2.811 0.844 -4.417 -0.04 0.02 0.01 -0.116
C -1.873 0.052 -3.767 0.04 0.03 0.02 -0.113
C -1.728 0.072 -2.383 -0.01 -0.09 -0.16 -0.255
Si -0.556 -1.010 -1.403 0.03 0.07 0.39 0.710
C -0.557 -2.872 -1.711 -0.11 -0.02 -0.15 -0.237
C -1.051 -3.452 -2.880 0.03 0.01 -0.01 -0.081
C -1.203 -4.825 -3.011 0.00 -0.03 0.00 -0.102
C -0.881 -5.656 -1.948 0.01 0.03 0.02 -0.099
C -0.412 -5.101 -0.765 -0.01 0.01 -0.09 -0.114
C -0.240 -3.724 -0.632 0.05 -0.11 0.04 -0.341
P 0.348 -3.004 0.971 -0.15 0.12 -0.15 1.149
C 2.094 -3.528 1.161 0.03 0.00 0.06 -0.376
C 2.897 -2.660 1.904 0.02 -0.03 -0.09 -0.110
C 4.215 -2.997 2.180 -0.02 0.05 0.01 -0.086
C 4.752 -4.181 1.700 0.01 -0.04 -0.01 -0.111
C 3.967 -5.031 0.929 0.02 -0.02 0.00 -0.105
C 2.643 -4.710 0.667 -0.05 0.05 0.06 -0.084
C -0.462 -4.136 2.175 0.04 -0.21 0.15 -0.338
C -1.822 -4.443 2.064 0.07 0.01 0.06 -0.094
C -2.455 -5.201 3.038 -0.04 0.01 -0.04 -0.094
C -1.755 -5.661 4.145 -0.01 -0.02 0.04 -0.122
C -0.409 -5.355 4.272 0.03 0.01 -0.01 -0.108
C 0.232 -4.601 3.297 -0.07 0.01 -0.08 -0.088
C 1.194 -0.417 -1.144 0.09 0.02 0.16 -0.365
C 2.136 -1.454 -1.095 0.05 0.00 -0.15 -0.199
C 3.476 -1.142 -0.736 -0.04 -0.03 0.03 -0.163
C 3.775 0.038 -0.136 0.12 0.02 0.02 -0.061
C 2.687 0.975 0.331 0.25 0.14 -0.01 -0.434
C 1.591 0.881 -0.723 -0.26 -0.23 0.25 -0.412
P 0.754 2.242 -1.509 -0.22 0.04 -0.03 1.086
C 1.139 1.989 -3.307 0.09 0.00 -0.10 -0.340
C 0.341 2.628 -4.255 0.04 -0.02 0.03 -0.118
C 0.569 2.455 -5.613 -0.01 0.01 -0.01 -0.119
C 1.592 1.620 -6.044 0.00 0.00 -0.02 -0.127
C 2.380 0.961 -5.108 0.01 -0.02 0.02 -0.098
C 2.154 1.139 -3.749 -0.07 0.01 0.01 -0.077
C 1.894 3.676 -1.280 0.12 0.03 -0.04 -0.345
C 1.359 4.917 -0.956 0.01 0.00 0.06 -0.104
C 2.174 6.038 -0.820 -0.03 -0.01 0.01 -0.106
C 3.541 5.925 -1.009 0.03 0.00 0.00 -0.119
C 4.089 4.692 -1.350 0.01 0.01 0.00 -0.093
C 3.274 3.582 -1.491 -0.06 0.03 -0.05 -0.093
H -3.448 6.748 1.186 0.00 0.00 0.00 0.083
H -5.409 5.271 0.832 0.00 0.00 0.00 0.085
H -5.094 2.883 0.380 0.01 0.00 -0.01 0.095
H -0.859 3.378 0.626 0.02 0.00 -0.01 0.049
H -1.163 5.782 1.092 -0.01 0.00 0.00 0.089
H -3.419 1.268 2.978 0.00 0.01 -0.01 0.105
H -5.482 0.551 4.116 0.00 0.00 0.00 0.090
H -7.291 -0.555 2.834 0.00 0.00 0.00 0.084
H -6.987 -0.976 0.410 0.00 0.00 0.00 0.090
H -4.893 -0.308 -0.709 0.00 0.00 -0.01 0.106
H -4.128 2.387 -1.720 -0.01 0.01 0.04 0.081
H -4.364 2.303 -4.141 0.00 -0.01 -0.02 0.090
H -2.889 0.823 -5.498 -0.01 0.01 0.00 0.090
H -1.209 -0.570 -4.360 0.00 0.00 0.00 0.097
H -1.336 -2.815 -3.711 0.00 0.01 0.01 0.085
H -1.585 -5.241 -3.936 0.01 -0.02 0.00 0.090
H -1.006 -6.730 -2.027 -0.01 0.00 -0.02 0.090
H -0.204 -5.754 0.076 0.00 0.02 0.01 0.100
H 2.525 -1.671 2.177 0.01 0.00 0.02 0.078
H 4.832 -2.299 2.734 0.00 0.00 0.00 0.098
H 5.787 -4.433 1.901 0.00 0.00 0.00 0.088
H 4.388 -5.946 0.527 0.00 0.00 0.00 0.089
H 2.043 -5.374 0.059 -0.01 -0.01 -0.01 0.088
H -2.382 -4.067 1.219 0.00 0.01 -0.01 0.088
H -3.511 -5.424 2.932 0.00 0.00 0.01 0.095
H -2.257 -6.248 4.905 0.00 0.00 0.00 0.087
H 0.153 -5.703 5.131 -0.01 0.00 0.00 0.091
H 1.285 -4.374 3.406 -0.01 -0.01 0.01 0.095
H 1.903 -2.436 -1.482 -0.01 -0.04 0.06 0.071
H 4.259 -1.875 -0.919 -0.01 0.00 -0.04 0.090
H 4.811 0.267 0.113 -0.01 0.02 -0.02 0.078
H 3.097 1.992 0.303 0.00 -0.03 -0.04 0.075
H -0.483 3.248 -3.915 0.00 0.00 0.00 0.097
H -0.066 2.956 -6.336 0.00 0.00 0.00 0.088
H 1.765 1.472 -7.105 0.00 0.00 0.00 0.083
H 3.171 0.296 -5.437 0.00 0.00 0.00 0.091
H 2.745 0.605 -3.010 0.02 0.00 -0.02 0.093
H 0.289 5.003 -0.803 -0.01 -0.01 -0.01 0.074
H 1.735 6.995 -0.561 0.01 0.00 0.00 0.090
H 4.182 6.793 -0.894 0.00 0.00 0.00 0.086
H 5.158 4.597 -1.505 0.00 0.01 0.00 0.093
H 3.697 2.621 -1.766 0.00 0.02 0.03 0.104
O -2.563 -2.004 0.344 0.16 0.02 0.34 -0.062
C -2.014 -0.978 -0.001 -0.24 0.12 -0.54 -0.487
C 2.257 3.059 2.526 0.03 0.01 0.01 -0.056
C 2.763 1.603 2.684 0.01 -0.07 0.13 -0.694
C 2.297 1.108 4.060 -0.01 0.01 -0.03 -0.083
C 4.311 1.643 2.717 -0.01 0.03 -0.02 -0.068
N 2.228 0.691 1.703 -0.02 0.01 -0.30 -0.052
H 2.637 3.711 3.324 -0.01 0.01 -0.01 0.065
H 1.164 3.065 2.559 -0.01 0.00 0.01 0.068
H 2.564 3.492 1.571 0.00 -0.02 0.01 0.057
H 2.670 1.742 4.873 0.00 0.01 0.00 0.065
H 2.643 0.084 4.221 0.00 0.00 -0.01 0.064
H 1.204 1.107 4.098 0.00 -0.01 0.01 0.062
H 4.683 2.270 3.538 0.00 0.00 0.00 0.062
H 4.709 2.045 1.782 0.00 0.00 0.00 0.063
H 4.697 0.628 2.837 -0.01 -0.01 0.01 0.064
```
Forces are in eV/Å.

Results
Calculated total energy = -105707.361 eV
Orbital gap = 4.04 eV
LUMO = 0.133 Ha
Net charge = -2
Relative energy (zero: lowest compared OMol25 entry of this formula, charge and spin) = 0.000 eV